1.
Here is a 2-piece molecular cluster, C31H57BF8IN3O6P overall from the OMol25 dataset. Energies are from ωB97M-V/def2-TZVPD.

Last column: Löwdin charge in e.
Atoms and positions in Å:
C1 2.36 -3.41 3.49  -0.113
C2 3.56 -3.08 2.60  -0.260
C3 3.22 -1.98 1.58  -0.229
C4 4.42 -1.17 1.09  -0.192
C5 3.98 0.07 0.29  -0.206
C6 4.73 1.36 0.61  -0.209
C7 4.71 1.79 2.08  -0.210
C8 3.35 1.76 2.76  -0.193
C9 2.19 2.43 2.02  -0.209
C10 2.04 3.93 2.35  -0.182
C11 1.59 4.81 1.18  -0.200
C12 0.43 4.24 0.37  -0.217
C13 -0.95 4.72 0.84  -0.209
C14 -2.08 4.44 -0.15  -0.198
C15 -3.01 3.27 0.21  -0.176
C16 -2.58 1.91 -0.37  -0.157
C17 -2.11 0.83 0.63  -0.421
C18 -1.39 1.46 1.84  -0.092
C19 -0.54 0.62 2.80  -0.270
N1 -0.62 1.15 4.17  0.027
O1 -3.27 0.12 1.05  0.015
B1 -3.01 -1.30 1.19  -0.938
N2 -3.91 -2.23 0.28  0.132
C20 -3.37 -3.50 -0.05  -0.491
C21 -2.46 -4.18 0.94  0.003
O2 -3.62 -4.03 -1.11  0.054
C22 -5.28 -2.18 0.51  -0.497
C23 -6.09 -3.44 0.26  -0.002
O3 -5.84 -1.17 0.90  0.048
P1 -3.02 -1.71 3.16  0.933
C24 -4.60 -2.61 3.50  -0.301
O4 -3.44 -0.25 3.86  -0.349
O5 -1.61 -1.44 0.63  -0.109
C25 -1.30 -0.32 -0.07  -0.614
I1 -2.04 -0.71 -2.19  0.898
C26 0.24 -0.11 -0.14  -0.236
N3 0.86 0.28 -1.39  -0.007
H1 2.66 -4.05 4.33  0.063
H2 1.93 -2.50 3.92  0.068
H3 1.58 -3.93 2.94  0.072
H4 3.84 -4.00 2.08  0.103
H5 4.37 -2.73 3.24  0.099
H6 2.48 -1.31 2.03  0.089
H7 2.76 -2.45 0.70  0.117
H8 4.98 -1.82 0.41  0.110
H9 5.06 -0.89 1.93  0.096
H10 4.08 -0.12 -0.78  0.105
H11 2.91 0.22 0.46  0.071
H12 4.28 2.17 0.01  0.104
H13 5.77 1.29 0.26  0.109
H14 5.36 1.11 2.64  0.097
H15 5.19 2.77 2.18  0.105
H16 3.09 0.72 2.94  0.098
H17 3.44 2.21 3.76  0.113
H18 2.26 2.30 0.94  0.096
H19 1.27 1.92 2.32  0.052
H20 3.00 4.29 2.73  0.103
H21 1.31 4.03 3.15  0.108
H22 2.45 5.05 0.54  0.106
H23 1.26 5.76 1.60  0.101
H24 0.54 4.54 -0.68  0.112
H25 0.43 3.14 0.36  0.075
H26 -0.87 5.80 0.98  0.102
H27 -1.19 4.30 1.82  0.104
H28 -2.69 5.35 -0.23  0.099
H29 -1.67 4.28 -1.15  0.104
H30 -3.18 3.23 1.29  0.104
H31 -3.98 3.50 -0.23  0.105
H32 -3.43 1.46 -0.87  0.079
H33 -1.78 2.09 -1.10  0.086
H34 -0.77 2.29 1.47  0.080
H35 -2.19 1.90 2.45  0.120
H36 0.51 0.69 2.48  0.052
H37 -0.79 -0.44 2.78  0.066
H38 -0.80 2.15 4.13  0.055
H39 0.27 1.03 4.63  0.055
H40 -2.99 -4.51 1.83  0.073
H41 -2.03 -5.05 0.44  0.085
H42 -1.64 -3.52 1.22  0.068
H43 -7.12 -3.25 0.54  0.079
H44 -5.70 -4.28 0.84  0.078
H45 -6.03 -3.74 -0.79  0.078
H46 -5.46 -2.02 3.19  0.033
H47 -4.66 -3.55 2.95  0.013
H48 -4.69 -2.83 4.56  0.024
H49 -4.40 -0.21 3.96  0.035
H50 0.68 -1.04 0.21  0.119
H51 0.46 0.67 0.59  0.071
H52 0.91 1.28 -1.52  0.067
H53 1.77 -0.13 -1.54  0.040
C27 0.58 -2.25 -7.67  -0.040
C28 -0.40 -1.07 -7.78  -0.441
C29 0.15 0.32 -8.15  -0.315
F1 0.97 0.80 -7.19  0.104
F2 -0.89 1.18 -8.26  0.096
F3 -1.16 -0.99 -6.68  0.150
F4 -1.22 -1.38 -8.84  0.089
O6 0.97 -2.68 -6.39  0.053
C30 2.08 -2.23 -5.73  -0.543
C31 1.72 -1.58 -4.40  -0.301
F5 0.92 -0.52 -4.59  0.086
F6 2.86 -1.16 -3.80  0.079
F7 2.84 -1.43 -6.50  0.148
F8 2.84 -3.31 -5.43  0.135
H54 0.01 -3.09 -8.06  0.147
H55 1.44 -2.12 -8.34  0.144
H56 0.68 0.29 -9.10  0.168
H57 1.21 -2.29 -3.75  0.173

Net charge: -1
E_tot: -89637.8356 eV
HOMO-LUMO gap: 0.226 Ha
E_HOMO: -0.14762 Ha
LUMO: 2.1 eV


2.
Here is one molecule with the formula C4H9NO2S from the OMol25 dataset. Energies are from ωB97M-V/def2-TZVPD.

Last column: Löwdin charge in e.
Atoms and positions in Å:
C1 -3.59 -0.10 0.35  -0.079
C2 -2.09 -0.70 0.35  -0.239
O1 -1.28 -0.18 -0.71  -0.264
N1 -0.75 0.99 -0.34  -0.031
C3 0.65 0.79 0.04  -0.643
O2 1.49 1.68 0.30  -0.049
S1 1.32 -0.86 -0.19  0.911
C4 3.03 -0.53 0.28  -0.452
H1 -3.67 1.00 0.64  0.086
H2 -4.16 -0.80 0.97  0.060
H3 -3.95 0.03 -0.66  0.051
H4 -1.53 -0.47 1.38  0.138
H5 -1.92 -2.00 0.11  0.194
H6 -0.83 1.82 -0.88  0.137
H7 3.62 -0.03 -0.54  0.046
H8 3.64 -1.49 0.26  0.046
H9 3.32 0.05 1.26  0.088

Net charge: 0
E_tot: -20710.7313 eV
HOMO-LUMO gap: 0.371 Ha
E_HOMO: -0.34237 Ha
LUMO: 0.8 eV
Energy relative to the best compared isomer or geometry (same formula, charge and spin): 4.302 eV


3.
Here is an isolated ion of composition C4H8N and charge +1 from the OMol25 dataset. Energies are from ωB97M-V/def2-TZVPD.

Last column: Löwdin charge in e.
Atoms and positions in Å:
N1 -1.83 0.04 0.03  0.247
C1 -0.45 -0.11 -0.43  -0.221
C2 0.67 -0.77 0.40  -0.114
C3 1.81 -0.02 -0.25  -0.039
C4 0.63 0.68 0.32  -0.178
H1 -2.16 -0.94 -0.03  0.197
H2 -2.29 0.80 -0.52  0.210
H3 -1.69 0.33 0.95  0.142
H4 -0.36 -0.12 -1.54  0.166
H5 0.75 -1.60 1.14  0.164
H6 2.78 0.04 0.30  0.149
H7 1.79 0.10 -1.33  0.105
H8 0.35 1.59 0.94  0.172

Net charge: +1
E_tot: -5758.0151 eV
HOMO-LUMO gap: 0.397 Ha
E_HOMO: -0.53901 Ha
LUMO: -3.9 eV
Energy relative to the best compared isomer or geometry (same formula, charge and spin): 1.849 eV


4.
Here is a 2-piece molecular cluster, C5H9N2O overall from the OMol25 dataset. Energies are from ωB97M-V/def2-TZVPD.

Last column: Löwdin charge in e.
Atoms and positions in Å:
C1 -2.89 -0.60 2.05  -0.368
C2 0.43 0.84 0.80  0.015
C3 2.01 -0.19 -0.34  0.019
C4 1.25 -0.39 0.93  0.015
C5 -0.35 -0.52 -1.29  0.035
N1 -3.90 -0.54 2.62  0.270
N2 0.64 0.00 -0.37  -0.155
O1 -1.93 -0.53 1.40  0.117
H1 -0.61 0.69 1.14  0.101
H2 0.86 1.82 0.78  0.138
H3 2.52 0.78 -0.33  0.142
H4 2.38 -1.05 -0.91  0.155
H5 -0.56 0.08 -2.17  0.112
H6 -0.05 -1.37 -1.79  0.080
H7 -1.38 -0.75 -0.94  0.112
H8 0.97 -1.07 1.66  0.141
H9 -4.26 -1.01 3.37  0.069

Net charge: +1
E_tot: -10348.6524 eV
HOMO-LUMO gap: 0.450 Ha
E_HOMO: -0.54527 Ha
LUMO: -2.6 eV
Energy relative to the best compared isomer or geometry (same formula, charge and spin): 3.968 eV